(1)
A cluster of 2 separate species, C5H4 in total in a non-equilibrium geometry, computed with ωB97M-V/def2-TZVPD.

Last column: natural (NBO) charge in e.
Cartesian coordinates (Å):
C: -0.09208 -0.43773 -1.26660  -0.3973
C: 0.71994 0.62178 0.64728  -0.1108
C: -0.63124 0.12341 0.84182  -0.3526
C: 0.29754 -0.75278 0.11342  -0.0160
C: -0.32101 0.74605 -0.40851  -0.0129
H: 0.67113 -0.61658 -2.11591  0.2388
H: -0.95547 -0.96603 -1.45078  0.2228
H: 1.76640 1.27213 2.15269  0.1840
H: -1.45522 0.00975 1.48660  0.2441

Atoms 1-6, force components in eV/Å:
C 2.68 -1.04 -3.01
C 2.32 0.35 2.86
C -1.48 -0.90 1.30
C 1.01 1.90 1.61
C 1.39 0.69 -0.35
H -1.13 1.05 1.46

E_HOMO, eV: -9.8
Relative energy (zero: lowest compared OMol25 entry of this formula, charge and spin), kcal/mol: 165.0

***

(2)
An isolated molecule of C5H4 in a non-equilibrium geometry, computed with ωB97M-V/def2-TZVPD.

Last column: natural (NBO) charge in e.
Cartesian coordinates (Å):
C: 3.22100 0.60804 0.00661  -0.3047
C: 1.98943 0.63237 0.00673  -0.0011
C: 0.64438 0.43145 0.00497  -0.1462
C: -0.51420 0.09733 0.00161  0.1429
C: -1.91547 -0.26462 -0.00707  -0.6985
H: 3.41338 -0.46209 0.01273  0.2645
H: -2.15189 -0.91169 0.84178  0.2458
H: -2.17409 -0.77918 -0.93623  0.2448
H: -2.51253 0.64838 0.06887  0.2525

Atoms 1-6, force components in eV/Å:
C -0.87 -0.40 0.01
C 0.04 0.12 0.00
C -0.67 0.26 0.00
C 0.30 0.22 0.00
C -0.16 -0.04 -0.01
H 1.46 -0.15 0.00

E_HOMO, eV: -9.4
Structure (SMILES): C#CC#CC
Relative energy (zero: lowest compared OMol25 entry of this formula, charge and spin), kcal/mol: 30.8

***

(3)
A cluster of 14 separate species, C5H40N2O14 in total in a non-equilibrium geometry, computed with ωB97M-V/def2-TZVPD.

Last column: natural (NBO) charge in e.
Cartesian coordinates (Å):
C: 0.96814 -1.42775 2.12749  -0.4278
N: 1.52560 -0.93882 0.79028  -0.6414
C: 0.44083 -0.25838 0.03516  -0.0651
C: 0.92477 1.05830 -0.71268  -0.4729
C: 0.71401 2.21530 0.21875  -0.0862
O: 2.08329 2.75333 0.37389  -0.7630
C: 0.12957 -1.41892 -1.00505  -0.2087
N: -0.90372 -0.94738 -1.95889  -0.9200
H: 0.55292 -2.41857 1.98931  0.1758
H: 0.29955 -0.70920 2.59972  0.1758
H: 1.91664 -1.48014 2.66461  0.2277
H: 2.28073 -0.29641 0.94533  0.3556
H: -0.46974 0.00930 0.55412  0.1991
H: 0.36756 1.16754 -1.63131  0.2122
H: 1.89488 0.65391 -1.04910  0.2434
H: 0.21697 3.01774 -0.36865  0.1859
H: 0.45499 2.02563 1.26067  0.1839
H: 2.04222 3.42806 1.06460  0.4619
H: 1.01321 -1.56753 -1.74236  0.1899
H: -0.28583 -2.19098 -0.38993  0.2089
H: -1.82179 -0.79565 -1.52569  0.3427
H: -0.73302 0.04744 -2.22971  0.3885
H: -2.31831 -2.29491 -2.59774  0.5028
H: -3.00481 -3.62548 -2.61869  0.4764
O: -3.21468 -2.68970 -2.51843  -0.9811
H: -2.06633 0.98906 2.62361  0.5005
H: -2.63683 1.79341 3.89826  0.4741
O: -2.86531 1.42573 3.03828  -0.9830
H: 2.19750 -0.37713 -3.91513  0.4602
H: 3.16827 0.70552 -4.09686  0.4629
O: 3.14917 -0.22837 -3.85874  -0.9211
H: 0.36078 -3.53074 -2.53843  0.4828
H: 0.06519 -4.81043 -1.69297  0.4759
O: -0.02480 -3.85394 -1.71941  -0.9520
H: -2.95340 -0.66696 1.03076  0.5162
H: -1.97263 -1.49812 1.76739  0.4578
O: -2.25150 -0.57595 1.71388  -0.9849
H: -3.30851 1.94315 0.70132  0.5083
H: -2.74377 2.91586 -0.13481  0.4806
O: -3.26591 2.09599 -0.26809  -0.9595
H: -1.51265 -3.68150 2.98184  0.4593
H: -2.26359 -2.43702 3.31530  0.4629
O: -2.08219 -3.32512 3.67514  -0.9198
H: -4.12940 -0.76379 -1.09073  0.4885
H: -3.34546 -2.07290 -0.73213  0.5056
O: -3.87642 -1.34336 -0.37021  -0.9772
H: 4.51036 2.58504 0.35311  0.4957
H: 3.64807 1.26253 0.73961  0.4954
O: 4.40196 1.81943 0.93794  -0.9852
H: 3.95403 -2.15104 0.10997  0.4751
H: 5.02863 -1.17774 0.60501  0.4682
O: 4.49377 -1.40383 -0.17466  -0.9408
H: -1.39941 4.94083 -1.42672  0.4687
H: 0.03892 4.98821 -1.11155  0.4683
O: -0.81226 5.23210 -0.71847  -0.9313
H: -2.53943 1.62497 -3.22848  0.4792
H: -2.37736 1.65638 -1.65128  0.5026
O: -1.89777 1.63510 -2.51532  -0.9969
H: 4.05135 0.93501 2.70360  0.4936
H: 2.84186 1.40894 3.50414  0.4673
O: 3.34107 0.62394 3.26912  -0.9630

Atoms 1-6, force components in eV/Å:
C 2.52 0.85 -1.50
N -2.31 0.65 1.44
C 1.31 -1.22 -3.19
C -0.92 -3.65 0.98
C 3.30 1.87 -1.46
O -0.64 0.58 0.27

E_HOMO, eV: -8.5
Relative energy (zero: lowest compared OMol25 entry of this formula, charge and spin), kcal/mol: 154.0

***

(4)
A cluster of 14 separate species, C5H40N3O13 in total in a non-equilibrium geometry, computed with ωB97M-V/def2-TZVPD.

Last column: natural (NBO) charge in e.
Cartesian coordinates (Å):
C: 3.15875 0.19233 -0.51135  -0.6453
C: 1.70100 -0.13997 -0.70196  -0.0709
C: 0.78138 0.36229 0.37112  -0.4353
C: -0.70703 -0.06248 0.09064  -0.3676
N: -3.33968 -0.23140 -0.42589  -0.5733
C: -2.83986 0.91748 0.00540  0.2848
N: -1.58667 1.04239 0.43612  -0.2103
N: 1.53116 -1.65556 -0.81160  -0.7391
H: 3.58819 -0.14941 0.42980  0.2432
H: 3.25307 1.28085 -0.53487  0.2487
H: 3.87714 -0.13374 -1.26830  0.2449
H: 1.49335 0.21549 -1.71986  0.2639
H: 1.15925 0.28024 1.39678  0.2752
H: 0.75807 1.45914 0.38892  0.2487
H: -0.80389 -0.88068 0.81863  0.3138
H: -0.81513 -0.22887 -0.98228  0.2249
H: -2.70787 -1.04112 -0.44979  0.4505
H: -4.24713 -0.35381 -0.86351  0.4581
H: -3.58709 1.70894 -0.03063  0.2815
H: 0.65473 -2.00954 -1.21693  0.4552
H: 2.13404 -1.96804 -1.58482  0.4511
H: 1.94237 -2.21786 -0.03800  0.4903
H: -1.71776 -3.30220 -1.59601  0.5069
H: -1.81557 -3.38794 -0.09034  0.5058
O: -1.48070 -2.81457 -0.79135  -0.9901
H: -1.78585 1.32127 -3.62613  0.4841
H: -3.22382 1.23530 -4.11613  0.4843
O: -2.44217 0.68636 -3.96965  -0.9771
H: -1.97035 -4.19304 2.64442  0.4934
H: -1.42902 -2.84665 3.31551  0.4987
O: -1.36654 -3.44938 2.57472  -0.9892
H: 3.65852 3.56852 2.22343  0.4879
H: 2.28608 3.59782 1.54176  0.4796
O: 2.76143 3.22089 2.28377  -0.9614
H: 4.18504 -2.88205 0.06475  0.4922
H: 3.51622 -4.25994 0.09654  0.4989
O: 3.52953 -3.42003 -0.37744  -0.9705
H: 0.44563 -2.24646 -4.52708  0.4926
H: -0.87347 -1.55387 -4.19402  0.4957
O: -0.11802 -2.00521 -3.78754  -0.9846
H: 0.41033 2.05924 -3.33525  0.4814
H: 1.05810 1.13379 -4.37528  0.4787
O: 1.24956 1.65574 -3.58338  -0.9571
H: -3.33219 4.59501 0.35367  0.5093
H: -2.19896 3.72690 0.61251  0.4826
O: -2.86985 3.86307 -0.07718  -0.9788
H: -3.77301 -0.67975 3.23746  0.4884
H: -2.53075 -0.36103 2.41584  0.4384
O: -2.84157 -0.90489 3.13924  -0.9228
H: -2.10216 2.05239 2.34585  0.4516
H: -2.49993 2.43989 3.81365  0.4929
O: -2.08977 2.75121 3.00595  -0.9435
H: -0.93348 1.61152 -1.68575  0.4497
H: -1.58983 2.98296 -1.60521  0.5182
O: -1.08845 2.39982 -2.20203  -0.9428
H: 1.90205 -2.26334 2.19595  0.4860
H: 3.30184 -1.52429 2.50437  0.5280
O: 2.72100 -1.92726 1.84251  -1.0006
H: 2.71477 0.57733 4.12358  0.4716
H: 3.49503 1.55667 3.31866  0.4965
O: 3.43995 0.59952 3.48799  -0.9681

Atoms 1-6, force components in eV/Å:
C 1.04 0.61 0.68
C 0.61 -1.11 -0.73
C -0.54 1.96 0.06
C 1.92 1.90 0.79
N 1.61 0.09 0.19
C -2.36 -1.12 -1.45

E_HOMO (spin up / spin down), eV: -16.0 / -16.0
2S+1: 2
Total charge: +2
Relative energy (zero: lowest compared OMol25 entry of this formula, charge and spin), kcal/mol: 0.0

***

(5)
A cluster of 14 separate species, C5H41N2O13 in total in a non-equilibrium geometry, computed with ωB97M-V/def2-TZVPD.

Last column: natural (NBO) charge in e.
Cartesian coordinates (Å):
N: 1.32984 -0.87380 0.57448  -0.6854
C: -0.09925 -1.34435 0.80773  -0.2529
C: -0.40320 -2.59701 -0.02581  -0.2885
N: -0.11803 -2.46335 -1.47509  -0.0073
C: -1.12653 -1.63948 -2.15915  -0.2979
C: -0.93345 -1.51339 -3.68393  -0.6677
C: 0.00763 -3.74617 -2.12900  -0.5005
H: 1.54859 -0.76103 -0.42108  0.4545
H: 1.35871 0.01882 1.07489  0.4825
H: 2.08578 -1.44675 0.95947  0.4619
H: -0.06324 -1.64412 1.85267  0.2897
H: -0.84970 -0.58182 0.62292  0.2439
H: -1.43530 -2.91722 0.10308  0.3115
H: 0.20883 -3.41355 0.36037  0.2393
H: -1.30456 -0.65209 -1.74124  0.2411
H: -2.09038 -2.13434 -1.96217  0.3217
H: -0.19326 -2.17508 -4.11439  0.2434
H: -1.91493 -1.67268 -4.13152  0.2671
H: -0.78515 -0.47213 -3.97212  0.2485
H: 0.22821 -4.56974 -1.44795  0.2673
H: 0.98368 -3.81913 -2.64149  0.2863
H: -0.79539 -4.02122 -2.80318  0.2779
H: 1.78611 -1.70883 -2.94828  0.4325
H: 3.23204 -2.36886 -3.30844  0.5039
O: 2.66468 -1.59827 -3.30021  -0.9280
H: -3.90866 1.59492 -0.44754  0.5015
H: -2.53282 1.10345 -0.86014  0.4668
O: -3.00914 1.46887 -0.11742  -0.9530
H: -0.98651 0.26789 4.05077  0.5134
H: -1.18200 -1.12660 4.78863  0.5030
O: -1.12203 -0.70546 3.92506  -1.0176
H: 1.02308 3.82206 0.15171  0.4914
H: -0.17522 3.79597 1.00908  0.5123
O: 0.77738 3.54694 1.04901  -0.9994
H: -3.30747 -1.18250 0.74379  0.5005
H: -4.48177 -1.77184 -0.00977  0.5008
O: -3.55782 -1.53075 -0.13047  -1.0114
H: -2.60192 -0.70556 3.09188  0.4974
H: -3.11481 0.26757 2.08603  0.4629
O: -3.41163 -0.52059 2.56763  -0.9728
H: -2.07200 3.05695 0.49890  0.5077
H: -2.57621 3.92577 1.72596  0.4992
O: -1.83336 3.42606 1.36714  -0.9891
H: 5.27380 -0.84524 -0.99804  0.4839
H: 4.72062 0.44568 -1.72846  0.4799
O: 4.61634 -0.49955 -1.60736  -0.9626
H: 3.07990 1.33902 2.41735  0.5161
H: 4.38183 0.38632 2.23371  0.4923
O: 3.42845 0.44564 2.26693  -1.0283
H: -0.22723 5.03823 -2.25808  0.5004
H: -0.34202 3.62884 -3.08883  0.4880
O: -0.25719 4.08014 -2.25081  -0.9872
H: 0.30760 2.04813 4.07878  0.5012
H: -1.16809 2.37264 3.97692  0.4840
O: -0.54208 1.86369 4.50685  -0.9480
H: 1.70297 3.21049 2.41544  0.5172
H: 2.31729 3.29042 3.81674  0.4975
O: 2.10679 2.65258 3.12208  -1.0113
H: 1.24757 0.08232 -2.34208  0.4541
H: 2.39220 1.12535 -2.34343  0.5116
O: 1.71249 0.71770 -1.79850  -0.9473

Atoms 1-6, force components in eV/Å:
N -1.18 0.23 -0.12
C 0.75 -1.51 -0.22
C 1.93 0.32 0.86
N -3.69 -1.01 0.42
C 0.49 0.66 -1.29
C -0.97 0.66 0.29

E_HOMO (spin up / spin down), eV: -16.2 / -16.2
2S+1: 2
Total charge: +2
Relative energy (zero: lowest compared OMol25 entry of this formula, charge and spin), kcal/mol: 11.7

***

(6)
A cluster of 14 separate species, C5H42N3O13 in total in a non-equilibrium geometry, computed with ωB97M-V/def2-TZVPD.

Last column: natural (NBO) charge in e.
Cartesian coordinates (Å):
N: -3.05406 -1.00840 0.32935  -0.8037
C: -2.87250 -2.49055 0.28713  -0.2415
C: -1.70096 -2.86982 -0.63283  -0.2480
N: -1.48188 -1.86360 -1.65096  -0.6738
C: -0.22789 -1.13375 -1.72511  -0.2295
C: 0.32843 -0.74797 -0.34412  -0.2498
N: -0.30554 0.51084 0.06613  -0.6668
C: 0.37355 1.66095 -0.54770  -0.4423
H: -2.17761 -0.51842 0.07826  0.4632
H: -3.62892 -0.63595 -0.45106  0.4321
H: -3.45612 -0.62328 1.20710  0.4675
H: -2.63210 -2.90471 1.25987  0.2125
H: -3.83074 -2.82594 -0.10676  0.2092
H: -0.84625 -3.11517 -0.00850  0.2052
H: -1.81913 -3.82952 -1.15183  0.2085
H: -1.85970 -2.12393 -2.54750  0.3796
H: 0.59732 -1.61641 -2.26970  0.1731
H: -0.43660 -0.18999 -2.23227  0.1908
H: 0.11068 -1.53672 0.36564  0.1951
H: 1.41584 -0.72053 -0.38689  0.2106
H: -0.11772 0.64221 1.06112  0.3850
H: 1.39842 1.94376 -0.29347  0.1369
H: -0.30841 2.49964 -0.48140  0.1946
H: 0.42683 1.47854 -1.61918  0.2044
H: 3.28514 -2.35848 1.25175  0.4647
H: 1.81821 -2.50126 1.46740  0.4853
O: 2.48305 -2.54983 0.76185  -0.9475
H: -3.10370 1.20317 2.32537  0.5182
H: -3.58533 0.48308 3.60414  0.4824
O: -3.59121 0.41826 2.64674  -1.0180
H: -1.72736 3.26378 -3.52141  0.4634
H: -0.48329 2.59593 -4.06351  0.4771
O: -1.01147 2.66584 -3.25944  -1.0057
H: -1.99422 2.66075 0.50282  0.4591
H: -3.54022 2.44483 0.52023  0.3583
O: -2.76049 2.62455 1.08825  -1.0652
H: -0.47166 -3.40846 3.20969  0.4716
H: 0.52888 -2.39815 3.64616  0.4825
O: -0.12182 -2.54987 2.95013  -0.9525
H: -0.01691 0.12676 3.00474  0.4758
H: 0.52218 1.57994 3.18505  0.4829
O: -0.27133 1.05162 3.08518  -0.9657
H: -0.11452 0.07707 -5.22615  0.4607
H: -1.21945 0.39829 -4.32654  0.4637
O: -0.85905 0.68844 -5.17092  -0.9473
H: 2.62888 -0.12625 3.08522  0.5074
H: 1.52428 -0.46849 4.08248  0.4667
O: 2.04103 -0.83852 3.35654  -0.9860
H: 4.79533 1.71142 0.69818  0.4877
H: 3.28416 1.69468 0.26911  0.4981
O: 4.00558 1.17003 0.61290  -0.9604
H: 3.05922 1.92553 2.17505  0.4952
H: 2.47166 2.45663 3.45210  0.4803
O: 2.41661 1.70935 2.85242  -0.9854
H: 4.66744 -0.07313 -0.58427  0.4933
H: 5.24011 -1.46598 -0.93476  0.4659
O: 4.94128 -0.63791 -1.32626  -0.9762
H: 3.46168 2.00062 -2.66385  0.4775
H: 4.84590 1.37564 -2.33094  0.4931
O: 4.04401 1.74052 -1.94397  -0.9728
H: -3.24660 0.75883 -2.86358  0.4421
H: -3.94379 1.21704 -1.57582  0.3064
O: -4.08158 0.65507 -2.37335  -1.0897

Atoms 1-6, force components in eV/Å:
N 0.29 0.50 -0.42
C -0.33 0.06 -0.71
C 0.13 -0.54 -0.91
N 0.27 0.11 0.39
C 0.73 0.16 0.30
C -0.41 0.10 -0.78

E_HOMO (spin up / spin down), eV: -2.4 / -9.0
2S+1: 2
Relative energy (zero: lowest compared OMol25 entry of this formula, charge and spin), kcal/mol: 36.3

***

(7)
A structure of composition C5H4As2BrF20NaO in a non-equilibrium geometry, computed with ωB97M-V/def2-TZVPD.

Last column: natural (NBO) charge in e.
Cartesian coordinates (Å):
Na: 1.83290 0.76833 0.09351  0.9645
As: 3.93569 0.44529 6.69964  2.8063
F: 3.10340 -1.11820 6.99950  -0.6252
F: 5.54536 -0.35535 6.54078  -0.6399
F: 4.62251 2.05121 6.40585  -0.6412
F: 2.34757 1.22967 6.79011  -0.6282
F: 4.22936 0.77653 8.41541  -0.6340
F: 3.68083 0.30258 4.95272  -0.6380
As: -2.28482 -2.66409 3.28220  2.7931
F: -3.55300 -1.96411 2.21863  -0.6461
F: -2.39165 -4.12183 2.26828  -0.6322
F: -1.11584 -3.41905 4.47825  -0.6206
F: -2.17672 -1.10395 4.14235  -0.6135
F: -3.62742 -3.20065 4.37211  -0.6351
F: -1.02493 -2.00974 2.18709  -0.6449
Br: -0.13424 4.11816 2.41260  -0.9663
C: -1.66221 0.36588 -3.68999  -0.1536
C: -0.94720 -0.95237 -4.14815  0.5998
C: -1.93132 -2.09108 -3.99615  0.5073
F: -3.19658 -1.75786 -4.36155  -0.3299
F: -1.53725 -3.08634 -4.70135  -0.3073
F: -0.69112 -0.67603 -5.44973  -0.3281
F: 0.14481 -1.13355 -3.47238  -0.2940
O: -0.66330 1.42573 -3.28509  -0.5330
C: 0.10052 2.01676 -4.37836  0.8422
C: 0.77891 3.24880 -3.77335  0.4971
F: 1.57899 2.96099 -2.72272  -0.3355
F: 1.45161 4.07775 -4.54693  -0.3054
F: 0.94488 1.10621 -4.83563  -0.3115
F: -0.70854 2.38653 -5.39111  -0.3186
H: -2.34469 0.25193 -2.84777  0.2324
H: -2.39826 0.77635 -4.38125  0.2227
H: -1.92507 -2.51202 -2.99074  0.1578
H: 0.01680 3.85755 -3.28680  0.1591

Atoms 1-6, force components in eV/Å:
Na -0.49 0.46 0.69
As -0.94 0.64 -0.35
F 1.24 1.26 -0.11
F -1.44 0.62 0.23
F 0.21 -0.81 -0.04
F 0.92 -0.56 0.26

E_HOMO, eV: -2.6
Total charge: -2
Relative energy (zero: lowest compared OMol25 entry of this formula, charge and spin), kcal/mol: 92.0

***

(8)
An isolated molecule of C5H4Br2 in a non-equilibrium geometry, computed with ωB97M-V/def2-TZVPD.

Last column: natural (NBO) charge in e.
Cartesian coordinates (Å):
C: -0.17860 -0.56596 1.07606  -0.4075
C: 0.57969 0.56338 0.43328  -0.2940
C: 0.08561 0.11235 -2.13755  -0.0423
C: -0.87978 -1.50743 0.48004  0.0139
C: 0.55507 0.83996 -1.21488  -0.3154
Br: -2.05318 -2.80582 1.13587  0.1277
Br: -0.04182 2.20780 1.14981  0.0307
H: -0.33457 -0.50986 2.17079  0.2514
H: 1.65343 0.66749 0.60055  0.2410
H: -0.48636 -0.69973 -2.28243  0.1757
H: 1.10052 1.69782 -1.41154  0.2188

Atoms 1-6, force components in eV/Å:
C -0.38 -0.06 0.02
C 0.43 0.23 -2.77
C 0.64 1.24 -0.26
C -0.05 0.01 -0.01
C -0.07 -1.32 3.57
Br 0.55 0.48 -0.29

E_HOMO (spin up / spin down), eV: -9.5 / -8.9
Relative energy (zero: lowest compared OMol25 entry of this formula, charge and spin), kcal/mol: 95.3